Record 1
{
  "formula": "C25H34F2N2O",
  "method": "the ωB97M-V functional and the def2-TZVPD basis",
  "symbols": ["O", "C", "C", "C", "C", "C", "C", "C", "N", "C", "C", "C", "C", "C", "C", "C", "C", "C", "C", "C", "N", "C", "C", "C", "C", "C", "F", "C", "F", "C", "H", "H", "H", "H", "H", "H", "H", "H", "H", "H", "H", "H", "H", "H", "H", "H", "H", "H", "H", "H", "H", "H", "H", "H", "H", "H", "H", "H", "H", "H", "H", "H", "H", "H"],
  "positions_angstrom": [[2.208, -0.758, 2.193], [2.358, -1.409, 1.181], [1.212, -1.801, 0.265], [0.218, -0.647, 0.136], [-1.102, -1.047, -0.525], [-0.925, -1.454, -1.985], [-2.295, -1.741, -2.586], [-3.216, -0.543, -2.393], [-3.388, -0.260, -0.977], [-4.475, 0.702, -0.748], [-4.510, 1.282, 0.675], [-5.639, 2.309, 0.785], [-6.983, 1.637, 0.525], [-7.206, 0.521, 1.544], [-6.077, -0.502, 1.433], [-4.736, 0.175, 1.704], [-6.048, -1.093, 0.026], [-5.838, 0.024, -0.993], [-6.965, 1.049, -0.882], [-2.094, 0.119, -0.434], [3.571, -1.877, 0.797], [4.783, -1.562, 1.527], [5.540, -0.438, 0.866], [4.984, 0.837, 0.838], [5.637, 1.878, 0.207], [6.859, 1.650, -0.402], [7.497, 2.661, -1.015], [7.421, 0.381, -0.377], [8.607, 0.150, -0.967], [6.763, -0.662, 0.251], [1.593, -2.106, -0.710], [0.709, -2.657, 0.722], [0.681, 0.162, -0.436], [0.021, -0.268, 1.141], [-1.534, -1.891, 0.021], [-0.291, -2.339, -2.068], [-0.447, -0.639, -2.535], [-2.737, -2.606, -2.087], [-2.208, -1.966, -3.650], [-4.182, -0.768, -2.844], [-2.794, 0.334, -2.922], [-4.371, 1.551, -1.454], [-3.573, 1.805, 0.888], [-5.480, 3.116, 0.064], [-5.628, 2.749, 1.785], [-7.787, 2.377, 0.606], [-8.168, 0.037, 1.358], [-7.231, 0.940, 2.553], [-6.238, -1.302, 2.165], [-3.939, -0.567, 1.639], [-4.726, 0.602, 2.710], [-5.230, -1.809, -0.058], [-6.987, -1.612, -0.184], [-5.869, -0.404, -1.998], [-7.920, 0.563, -1.098], [-6.821, 1.844, -1.618], [-2.195, 0.380, 0.617], [-1.674, 0.995, -0.966], [3.674, -2.333, -0.095], [5.404, -2.457, 1.601], [4.461, -1.255, 2.527], [4.033, 1.006, 1.319], [5.218, 2.871, 0.180], [7.223, -1.638, 0.255]],
  "forces_ev_per_a": [[-0.15, 0.30, 0.35], [-0.03, -0.43, -0.46], [-0.17, 0.40, 0.15], [-0.19, -0.27, 0.02], [0.31, 0.41, -0.15], [-0.28, -0.25, 0.21], [0.10, 0.24, -0.17], [-0.09, -0.36, -0.12], [0.01, 0.19, 0.01], [-0.09, 0.09, -0.08], [0.30, 0.16, 0.04], [-0.03, -0.04, -0.07], [-0.22, 0.20, 0.01], [0.05, 0.01, -0.03], [-0.07, -0.22, 0.19], [0.02, -0.01, -0.02], [0.01, -0.01, 0.01], [-0.02, -0.09, -0.29], [0.05, 0.02, 0.03], [0.04, -0.30, 0.20], [0.33, -0.24, -0.10], [-0.05, 0.10, 0.11], [0.11, -0.02, 0.00], [0.06, -0.02, 0.00], [0.17, -0.08, -0.08], [0.03, -0.11, 0.00], [0.03, -0.18, 0.04], [-0.04, 0.11, -0.02], [-0.12, 0.16, 0.03], [-0.04, 0.20, 0.02], [0.00, -0.09, 0.00], [0.04, -0.07, -0.02], [0.01, 0.10, 0.01], [0.05, 0.05, -0.03], [-0.03, -0.01, 0.05], [0.10, 0.01, -0.04], [0.09, 0.06, -0.03], [-0.05, -0.06, -0.03], [-0.03, -0.05, -0.02], [0.04, 0.08, 0.00], [-0.06, 0.00, 0.02], [-0.02, -0.04, 0.06], [-0.04, -0.05, -0.03], [0.01, 0.07, 0.00], [0.03, 0.05, 0.03], [0.05, -0.04, -0.01], [-0.07, -0.02, 0.03], [-0.04, 0.01, 0.07], [0.02, 0.04, -0.05], [0.08, -0.05, 0.07], [0.04, 0.00, 0.05], [-0.03, -0.09, 0.00], [-0.04, -0.05, -0.03], [0.02, 0.04, 0.05], [-0.04, 0.00, -0.05], [-0.04, 0.03, -0.06], [0.01, 0.07, 0.00], [0.01, 0.03, 0.05], [-0.16, 0.07, 0.05], [-0.03, 0.08, 0.05], [0.12, -0.14, -0.10], [-0.13, 0.03, 0.07], [-0.01, 0.12, -0.02], [0.08, -0.12, -0.01]],
  "de_lowest_ev": 0.0627,
  "homo_lumo_gap_ev": 9.14
}

=====

Record 2
{
  "formula": "C3H4N2O3",
  "method": "the ωB97M-V functional and the def2-TZVPD basis",
  "symbols": ["C", "C", "C", "N", "N", "O", "O", "O", "H", "H", "H", "H"],
  "positions_angstrom": [[-2.976, 1.381, -0.357], [1.064, -1.005, 0.567], [2.418, -0.861, -0.015], [-1.642, 1.151, -0.209], [0.322, 0.108, -0.144], [-3.712, 0.836, -1.115], [0.569, -1.898, 1.166], [-0.928, 0.113, 0.112], [-3.360, 2.226, 0.370], [2.904, 0.036, 0.533], [3.060, -1.642, 0.101], [2.281, -0.445, -1.009]],
  "forces_ev_per_a": [[-1.71, -0.05, 2.36], [-1.07, 0.32, -2.54], [-0.15, 4.23, 1.31], [3.50, 1.76, -0.30], [1.12, 0.89, 0.23], [-0.43, -0.39, -0.82], [-0.29, -0.07, 0.93], [-3.09, -1.50, 1.01], [1.06, -1.12, -1.33], [-0.63, -1.23, -0.69], [1.41, -2.38, 0.09], [0.27, -0.47, -0.24]],
  "de_lowest_ev": 7.3665,
  "homo_lumo_gap_ev": [8.78, 8.95]
}

=====

Record 3
{
  "formula": "C34H59BGeN6ReS3Sb",
  "method": "the ωB97M-V functional and the def2-TZVPD basis",
  "symbols": ["Re", "C", "C", "C", "C", "N", "N", "B", "N", "N", "C", "C", "C", "C", "C", "S", "C", "C", "C", "C", "N", "N", "C", "C", "C", "C", "C", "S", "C", "C", "C", "C", "C", "S", "C", "C", "C", "C", "H", "H", "H", "H", "H", "H", "H", "H", "H", "H", "H", "H", "H", "H", "H", "H", "H", "H", "H", "H", "H", "H", "H", "H", "H", "H", "H", "H", "H", "H", "H", "H", "H", "H", "H", "H", "H", "H", "H", "C", "Sb", "C", "C", "H", "H", "H", "H", "H", "H", "H", "H", "H", "C", "Ge", "C", "C", "C", "H", "H", "H", "H", "H", "H", "H", "H", "H", "H", "H"],
  "positions_angstrom": [[-2.946, -1.178, -0.627], [-0.050, 0.808, -4.745], [0.655, 0.523, -3.458], [2.019, 0.496, -3.370], [2.680, 0.284, -2.133], [1.990, 0.136, -1.032], [0.651, 0.190, -1.115], [-0.032, 0.109, 0.238], [-0.855, 1.434, 0.499], [0.085, 2.364, 0.392], [-0.231, 3.644, 0.480], [-1.553, 4.014, 0.770], [-2.537, 3.060, 0.892], [-3.961, 3.432, 1.166], [-2.145, 1.721, 0.699], [-3.424, 0.476, 0.759], [0.904, 4.620, 0.228], [1.981, 4.386, 1.293], [1.481, 4.319, -1.165], [0.415, 6.066, 0.280], [0.883, -0.231, 1.469], [1.854, 0.417, 2.085], [2.464, -0.252, 3.051], [2.085, -1.582, 3.386], [1.060, -2.246, 2.751], [0.620, -3.642, 3.040], [0.475, -1.461, 1.760], [-0.709, -1.724, 0.476], [3.618, 0.403, 3.787], [3.270, 0.460, 5.284], [4.873, -0.458, 3.574], [3.876, 1.817, 3.276], [-0.054, 0.316, -2.242], [-1.803, 0.368, -2.181], [4.193, 0.257, -2.039], [4.717, -0.888, -2.917], [4.646, 0.051, -0.594], [4.727, 1.603, -2.555], [0.568, 0.513, -5.591], [-0.247, 1.879, -4.828], [-1.008, 0.298, -4.806], [2.616, 0.643, -4.262], [-1.807, 5.060, 0.870], [-4.056, 4.511, 1.263], [-4.315, 2.974, 2.091], [-4.615, 3.102, 0.358], [2.344, 3.359, 1.254], [1.598, 4.586, 2.296], [2.819, 5.060, 1.115], [1.866, 3.299, -1.217], [2.303, 5.005, -1.368], [0.730, 4.458, -1.947], [0.034, 6.337, 1.267], [-0.356, 6.270, -0.466], [1.251, 6.731, 0.068], [2.641, -2.091, 4.164], [1.266, -4.106, 3.782], [0.647, -4.248, 2.133], [-0.401, -3.648, 3.426], [3.157, -0.530, 5.728], [2.355, 1.028, 5.459], [4.079, 0.959, 5.817], [4.765, -1.466, 3.976], [5.712, 0.007, 4.093], [5.131, -0.531, 2.516], [3.032, 2.476, 3.481], [4.074, 1.833, 2.205], [4.750, 2.220, 3.788], [4.355, -1.856, -2.565], [5.806, -0.902, -2.879], [4.432, -0.772, -3.964], [4.288, -0.897, -0.190], [4.293, 0.856, 0.053], [5.736, 0.041, -0.565], [4.501, 1.765, -3.610], [5.812, 1.621, -2.452], [4.322, 2.438, -1.980], [-3.681, -4.419, 1.913], [-4.545, -2.717, 1.004], [-6.310, -3.436, 0.089], [-5.311, -1.675, 2.674], [-4.479, -5.061, 2.282], [-3.073, -4.095, 2.756], [-3.068, -4.975, 1.207], [-6.811, -4.094, 0.798], [-6.093, -3.990, -0.821], [-6.964, -2.596, -0.141], [-5.983, -2.336, 3.219], [-5.863, -0.796, 2.347], [-4.494, -1.370, 3.326], [-1.593, -2.658, -3.875], [-3.309, -3.103, -3.075], [-3.026, -4.524, -1.759], [-4.678, -3.492, -4.389], [-4.225, -1.465, -2.090], [-1.297, -3.514, -4.485], [-0.815, -2.494, -3.128], [-1.664, -1.788, -4.522], [-2.667, -5.395, -2.313], [-3.934, -4.822, -1.237], [-2.248, -4.280, -1.030], [-4.348, -4.343, -4.986], [-4.818, -2.638, -5.050], [-5.630, -3.743, -3.924], [-5.220, -1.858, -1.877], [-4.256, -0.717, -2.887]],
  "forces_ev_per_a": [[0.02, 0.18, 0.65], [0.00, -0.02, -0.03], [0.02, -0.03, 0.06], [0.00, -0.02, 0.04], [-0.02, 0.01, -0.03], [-0.06, 0.06, -0.01], [0.18, -0.03, -0.07], [-0.02, 0.05, 0.28], [0.00, 0.03, -0.07], [-0.03, 0.04, 0.01], [0.00, -0.05, 0.01], [0.00, -0.01, -0.03], [0.08, 0.02, -0.02], [-0.02, 0.01, 0.01], [-0.05, -0.10, -0.02], [0.08, 0.11, 0.04], [-0.04, 0.00, 0.01], [0.04, 0.01, 0.02], [0.01, 0.00, -0.02], [0.01, 0.03, 0.01], [-0.04, -0.12, 0.02], [-0.04, 0.00, -0.04], [0.05, -0.10, -0.01], [0.00, 0.03, -0.05], [0.07, 0.18, -0.02], [-0.01, -0.02, 0.03], [-0.19, 0.13, 0.19], [0.16, -0.18, -0.77], [-0.06, 0.04, 0.02], [0.02, 0.00, 0.02], [0.03, -0.01, -0.02], [-0.01, 0.03, 0.00], [-0.14, 0.09, 0.01], [0.24, -0.06, 0.03], [-0.02, -0.02, 0.02], [0.03, -0.02, -0.01], [0.02, 0.01, 0.00], [0.02, 0.02, -0.01], [0.00, 0.02, 0.00], [-0.01, 0.00, 0.01], [0.00, -0.01, -0.01], [-0.02, 0.00, -0.01], [0.00, 0.00, 0.00], [-0.01, 0.00, 0.00], [-0.01, -0.01, -0.01], [0.00, 0.00, 0.00], [0.02, -0.03, 0.02], [0.00, 0.00, 0.00], [-0.01, 0.00, 0.00], [0.00, 0.00, 0.01], [0.00, 0.01, 0.00], [-0.01, 0.00, 0.00], [0.00, -0.01, 0.00], [0.00, 0.00, -0.01], [0.00, 0.00, 0.00], [-0.03, 0.01, 0.02], [-0.01, 0.00, 0.00], [-0.01, 0.00, 0.00], [0.00, -0.01, 0.00], [-0.01, -0.01, -0.01], [0.00, 0.00, 0.00], [0.00, 0.00, 0.00], [0.00, 0.01, 0.00], [0.00, -0.01, 0.00], [0.00, 0.01, 0.00], [-0.02, 0.00, -0.02], [0.01, -0.02, -0.01], [-0.02, 0.00, 0.01], [0.00, 0.01, 0.00], [0.00, 0.00, 0.00], [0.00, 0.00, 0.00], [-0.01, -0.01, -0.01], [-0.01, -0.01, -0.01], [0.00, 0.00, 0.00], [-0.02, 0.00, 0.00], [0.00, -0.01, 0.00], [0.00, 0.00, 0.01], [0.05, -0.03, 0.02], [-0.10, 0.00, 0.03], [-0.03, -0.01, -0.03], [-0.02, 0.01, 0.03], [-0.01, 0.01, 0.00], [0.00, 0.00, 0.00], [-0.01, 0.00, -0.01], [0.00, 0.00, 0.00], [0.01, 0.00, 0.00], [0.01, 0.00, 0.00], [0.01, -0.01, 0.00], [0.00, 0.00, -0.01], [0.00, 0.00, 0.00], [-0.01, -0.04, 0.00], [0.07, -0.02, -0.03], [0.06, -0.01, 0.00], [-0.03, -0.01, 0.02], [-0.07, -0.13, -0.23], [0.00, 0.01, -0.01], [-0.02, 0.01, 0.01], [-0.02, 0.01, -0.01], [0.00, 0.00, 0.00], [-0.02, 0.01, -0.01], [-0.01, 0.01, 0.01], [0.00, 0.00, 0.00], [0.00, 0.00, 0.00], [0.00, 0.01, 0.01], [-0.02, 0.03, -0.05], [-0.02, -0.01, -0.01]],
  "de_lowest_ev": 0.7560,
  "multiplicity": 2,
  "charge": 3,
  "s2": 0.9207,
  "homo_lumo_gap_ev": [6.11, 6.43]
}

=====

Record 4
{
  "formula": "C2H8O2",
  "method": "the ωB97M-V functional and the def2-TZVPD basis",
  "symbols": ["C", "O", "H", "H", "H", "H", "C", "O", "H", "H", "H", "H"],
  "positions_angstrom": [[-1.057, 0.917, 0.540], [-1.790, 0.008, 1.421], [-1.295, 0.807, -0.459], [-1.432, 1.925, 0.959], [0.039, 0.842, 0.683], [-2.765, -0.064, 1.114], [1.421, -0.776, -1.071], [1.894, -0.463, 0.153], [1.921, -1.593, -1.528], [0.270, -0.911, -0.946], [1.563, 0.272, -1.537], [1.230, -0.964, 0.670]],
  "forces_ev_per_a": [[-0.97, 1.89, 3.95], [-1.45, -0.70, -1.36], [-0.59, -0.27, -2.09], [1.08, -0.93, -1.30], [-0.83, -0.17, 0.19], [2.66, 0.36, 0.62], [-2.88, 3.53, -2.14], [-0.14, -1.30, 4.00], [0.30, -0.69, -0.80], [1.79, -0.24, -1.06], [-0.34, -2.08, -0.95], [1.37, 0.62, 0.93]],
  "de_lowest_ev": 1.8653,
  "homo_lumo_gap_ev": 11.12
}